Entry 1:
Molecular formula: C5H7NO
Method: DFT, wB97M-V/def2-TZVPD

Geometry as XYZ:
```
14
Properties=species:S:1:pos:R:3:forces:R:3
O 1.367511 2.259210 0.416224 -0.214 -0.296 -0.080
C 0.724042 1.260897 0.155251 0.033 0.092 0.011
C 1.304153 -0.140285 0.131425 -0.010 0.003 0.051
C 0.235233 -1.196335 0.436817 -0.007 -0.019 0.095
C -1.000692 -1.005608 -0.398075 -0.111 0.163 0.072
C -1.411560 0.249251 -0.575976 0.054 -0.152 -0.044
N -0.616259 1.334261 -0.167037 0.047 0.094 0.057
H 2.129156 -0.161057 0.849468 -0.169 -0.005 -0.078
H 1.755049 -0.287856 -0.861630 -0.211 -0.024 0.133
H 0.655214 -2.204819 0.401697 -0.107 0.133 -0.163
H -0.149944 -1.049790 1.454893 0.451 -0.058 0.191
H -1.626702 -1.851323 -0.660135 0.060 0.197 -0.076
H -2.380719 0.520612 -0.980442 0.201 -0.043 -0.122
H -0.984481 2.272838 -0.202480 -0.016 -0.085 -0.048
```
Forces are in eV/Å.

As for the SMILES: O=C1CCC=CN1. The calculation puts the molar mass at 97.1 g/mol. The total charge is 0. The value obtained for the LUMO energy is 0.0329 Ha. As for the HOMO-LUMO gap: 0.3513 hartree. The largest force on an atom comes out at 0.010 hartree/bohr.

Atomic partial charges in e from the Mulliken method, atoms 1 to 8: O -0.63; C 0.34; C -0.44; C -0.53; C -0.50; C -0.23; N -0.08; H 0.31



Entry 2:
Molecular formula: C5H6ClNO
Method: DFT, wB97M-V/def2-TZVPD

Geometry as XYZ:
```
14
Properties=species:S:1:pos:R:3:forces:R:3
C -2.089142 -0.050299 0.348612 -1.129 1.050 -1.313
O -0.990132 -0.126333 -0.604542 -0.964 -0.808 0.538
C 0.107784 0.590700 -0.308495 0.470 1.393 0.096
C -0.122075 2.050404 -0.218147 0.222 -0.295 -0.241
N -0.338128 3.183997 -0.209805 0.044 -0.653 0.120
C 1.340067 0.058107 -0.216794 -1.018 -0.239 0.350
C 1.576265 -1.440549 -0.159453 2.816 1.153 0.384
Cl 2.648707 1.165829 0.051618 0.029 -0.545 -0.128
H -1.781257 -0.185720 1.361399 0.557 -0.427 0.655
H -2.576777 0.979109 0.320998 0.559 -1.212 -0.256
H -2.835296 -0.829579 0.048950 0.810 0.763 0.219
H 0.694812 -1.997918 -0.288097 -1.248 -0.488 0.099
H 2.082663 -1.633810 0.843539 -0.697 -0.061 -1.289
H 2.282510 -1.763938 -0.969786 -0.449 0.370 0.765
```
Forces are in eV/Å.

As for the SMILES: CO/C(C#N)=C(\C)Cl. The calculation puts the molar mass at 131.6 g/mol. The total charge is 0. The value obtained for the LUMO energy is 0.0197 Ha. As for the HOMO-LUMO gap: 0.3655 hartree. The largest force on an atom comes out at 0.060 hartree/bohr.

Atomic partial charges in e from the Mulliken method, atoms 1 to 8: C -0.75; O -0.37; C 0.31; C 0.01; N -0.39; C 0.64; C -1.04; Cl -0.19



Entry 3:
Molecular formula: CHNP2S2
Method: DFT, wB97M-V/def2-TZVPD

Geometry as XYZ:
```
7
Properties=species:S:1:pos:R:3:forces:R:3
C 0.010244 1.209597 -0.694047 0.670 0.039 -0.168
N -0.942498 -0.680424 2.059950 -1.301 -1.378 -1.124
P 0.152275 0.134088 1.393489 1.175 1.097 0.253
P 1.567745 0.701014 -1.567037 0.275 0.268 1.259
S -0.347237 1.020003 -2.321371 -1.497 0.247 -1.049
S 1.038627 -0.970605 -0.414048 0.175 -1.020 0.012
H -1.479157 -1.413674 1.543064 0.502 0.746 0.816
```
Forces are in eV/Å.

The calculation puts the molar mass at 153.1 g/mol. The total charge is 0. The value obtained for the LUMO energy is -0.0416 Ha. As for the HOMO-LUMO gap: 0.2868 hartree. The largest force on an atom comes out at 0.043 hartree/bohr.

Now the Mulliken charges, all in e: C 0.05; N -0.47; P 0.31; P 0.16; S -0.07; S -0.25; H 0.27



Entry 4:
Molecular formula: C8H23LiO7
Method: DFT, wB97M-V/def2-TZVPD

Geometry as XYZ:
```
39
Properties=species:S:1:pos:R:3:forces:R:3
Li -0.396552 2.377548 -0.390534 0.468 -0.140 0.390
C 5.253691 3.086837 1.680426 0.206 -0.421 0.499
C 5.301554 2.538427 0.245215 -2.772 0.304 -0.919
O 4.025936 2.247346 -0.343371 0.790 0.004 0.979
H 4.837278 4.087586 1.795244 -0.027 0.106 -0.384
H 6.238792 3.075085 2.146843 0.468 0.317 -0.176
H 4.697175 2.459714 2.376903 -0.460 -0.352 -0.304
H 5.950967 1.664088 0.201712 0.321 -0.303 0.173
H 5.705768 3.312003 -0.407698 0.814 0.307 0.061
C -3.783719 1.492830 -4.369672 -1.076 0.190 -0.642
C -5.296476 1.128678 -4.455411 1.015 -0.330 -0.676
O -5.756275 0.480216 -3.311645 0.340 -0.200 0.733
O -3.570780 2.509611 -3.390490 0.090 -0.190 0.133
H -3.466945 1.912802 -5.324321 -0.002 -0.268 -0.308
H -3.149923 0.629547 -4.166838 -0.220 -0.022 0.276
H -5.427821 0.434692 -5.285608 -0.097 0.128 -0.184
H -5.927616 2.006287 -4.595380 0.260 0.402 -0.468
H -5.322082 0.985975 -2.620792 -0.257 -0.140 0.727
H -3.819419 3.297912 -3.878694 0.016 0.426 0.466
C -1.922784 1.750079 3.663575 -0.796 -0.936 0.427
C -1.416652 0.317005 3.318627 0.252 1.431 0.066
O -1.659621 0.051007 1.941302 0.150 0.227 -0.190
O -1.184399 2.786012 3.086146 1.435 -0.170 -1.448
H -1.919902 1.869852 4.746981 -0.073 -0.232 0.160
H -2.952236 1.785064 3.307092 -0.276 0.029 0.083
H -1.934458 -0.429470 3.920932 -0.213 0.242 0.255
H -0.351064 0.243870 3.536047 0.148 0.060 0.024
H -1.214171 -0.779494 1.758456 -0.035 -0.155 -0.254
H -1.423939 3.691647 3.296010 -0.480 -0.374 0.493
C 2.687828 -4.651404 0.003091 -0.741 -0.062 0.324
C 1.850415 -5.869485 0.410621 0.636 0.046 -0.647
O 0.672974 -5.449128 1.013838 -1.175 0.511 0.789
O 2.020251 -3.956939 -1.021280 -0.518 0.117 -1.037
H 3.682846 -4.923794 -0.348819 0.172 -0.194 0.399
H 2.684227 -3.910409 0.802476 0.686 -0.628 0.773
H 2.358161 -6.544703 1.099373 0.642 0.060 -0.090
H 1.519484 -6.442879 -0.455295 0.746 -0.069 -0.530
H 0.104765 -6.221966 0.975777 -0.376 0.245 0.244
H 2.304723 -3.042050 -0.960840 -0.060 0.034 -0.218
```
Forces are in eV/Å.

The calculation puts the molar mass at 238.2 g/mol. The total charge is 0. The value obtained for the LUMO energy is -0.0658 Ha. As for the HOMO-LUMO gap: 0.1194 hartree. The largest force on an atom comes out at 0.057 hartree/bohr.

Atomic partial charges in e from the Mulliken method, atoms 1 to 8: Li 0.86; C -0.91; C -0.29; O -0.86; H 0.25; H 0.32; H 0.27; H 0.19



Entry 5:
Molecular formula: C5H10O
Method: DFT, wB97M-V/def2-TZVPD

Geometry as XYZ:
```
16
Properties=species:S:1:pos:R:3:forces:R:3
C 1.730734 -0.222199 0.251026 -0.075 -0.149 -0.164
C 0.374468 -0.223733 0.928940 -0.343 -0.551 -0.569
C -0.996673 -0.362125 0.237842 -0.120 -0.058 -0.212
C -1.128335 -0.763388 -1.194102 -0.055 0.078 -0.263
C -0.532099 0.963782 0.695198 -0.310 -0.016 0.165
O -0.183050 1.758076 -0.405817 0.251 0.360 0.121
H 2.431883 0.507297 0.693057 -0.413 -0.186 0.026
H 2.214101 -1.199152 0.335985 -0.101 0.053 -0.096
H 1.642348 0.038131 -0.806719 0.095 -0.107 0.074
H 0.182920 -0.986048 1.655773 0.911 0.710 1.623
H -1.743257 -0.779718 0.920990 0.337 -0.121 -0.278
H -0.143994 -0.756972 -1.669537 -0.236 0.040 -0.136
H -1.787030 -0.083480 -1.734032 -0.021 -0.106 -0.198
H -1.522506 -1.784198 -1.249222 0.031 0.204 -0.091
H -1.037747 1.503012 1.496111 0.052 -0.130 -0.069
H 0.498241 2.390712 -0.155490 -0.002 -0.019 0.066
```
Forces are in eV/Å.

As for the SMILES: C[C@@H]1[C@H](C)[C@@H]1O. The calculation puts the molar mass at 86.1 g/mol. The total charge is 0. The value obtained for the LUMO energy is 0.0327 Ha. As for the HOMO-LUMO gap: 0.3667 hartree. The largest force on an atom comes out at 0.039 hartree/bohr.

Atomic partial charges in e from the Mulliken method, atoms 1 to 8: C -1.36; C 0.04; C -0.16; C -1.17; C -0.20; O -0.52; H 0.29; H 0.35



Entry 6:
Molecular formula: C5H6O2
Method: DFT, wB97M-V/def2-TZVPD

Geometry as XYZ:
```
13
Properties=species:S:1:pos:R:3:forces:R:3
O 2.558959 0.201119 -0.852450 -0.165 0.062 -0.138
C 1.902264 0.097503 0.329027 0.000 0.016 0.261
C 0.956892 1.050918 0.759527 -0.507 -0.290 -0.011
C -0.255923 0.862158 0.938645 0.398 -0.130 -0.130
C -1.244371 -0.087282 0.777800 -0.034 0.127 0.083
C -2.175002 -0.001701 -0.385301 -0.239 -0.186 -0.021
O -3.184491 -0.657728 -0.480926 0.423 0.277 0.037
H 2.006279 0.698550 -1.472190 0.117 -0.048 0.051
H 2.550643 -0.370604 1.069797 -0.114 0.054 -0.097
H 0.861583 -1.015379 0.181754 -0.011 0.047 0.030
H -1.645794 -0.615229 1.642497 0.075 0.070 -0.115
H -0.098865 -1.051169 0.300692 0.125 0.081 -0.017
H -1.851873 0.694364 -1.187542 -0.067 -0.080 0.068
```
Forces are in eV/Å.

The calculation puts the molar mass at 98.1 g/mol. The total charge is 0. The value obtained for the LUMO energy is 0.0029 Ha. As for the HOMO-LUMO gap: 0.3600 hartree. The largest force on an atom comes out at 0.011 hartree/bohr.

Atomic partial charges in e from the Mulliken method, atoms 1 to 8: O -0.47; C 0.05; C -0.47; C 0.17; C -0.28; C 0.08; O -0.47; H 0.36